No. 1
{"formula": "C9H15FN3", "method": "ωB97M-V/def2-TZVPD", "species": ["C", "C", "C", "C", "C", "C", "C", "C", "C", "N", "N", "N", "F", "H", "H", "H", "H", "H", "H", "H", "H", "H", "H", "H", "H", "H", "H", "H"], "coordinates": [[0.14772, -2.03686, -1.59941], [-1.27035, -0.42397, -2.44858], [0.43255, -0.26733, 4.07188], [0.07527, 1.03616, 3.51138], [-0.79550, 0.47943, -1.33848], [0.11751, -0.16269, 2.55447], [0.69492, 0.18944, -0.99790], [-2.22459, -0.03643, -3.49190], [1.65675, 1.33703, -0.83407], [-0.88612, -1.64710, -2.31040], [0.99438, -1.10449, -1.22312], [1.01893, -0.45815, 1.60772], [-1.53970, 0.25781, -0.19709], [0.35185, -3.20857, -1.42371], [1.44655, -0.53530, 4.30038], [-0.26241, -1.00891, 4.54645], [-0.92391, 1.41915, 3.77416], [0.85148, 1.86067, 3.65521], [-0.96729, 1.49698, -1.62754], [-0.89700, -0.53366, 2.20106], [-2.59647, 0.93226, -3.09461], [-3.15111, -0.78569, -3.67838], [-1.75154, 0.07906, -4.49425], [2.41247, 1.01005, -0.17029], [0.97019, 2.04041, -0.33568], [2.13234, 1.55033, -1.86440], [1.93505, -1.43138, -0.91430], [2.02805, -0.04825, 1.82140]], "homo_energy_ev": [-11.547, -13.014], "s_squared": 2.032, "total_energy_ev": -16751.9571, "multiplicity": 3, "largest_force_ev_per_a": 4.30, "e_above_lowest_kcal_mol": 0.0, "total_charge": 1}

---

No. 2
{"formula": "C3H24NO7S2", "method": "ωB97M-V/def2-TZVPD", "species": ["N", "C", "C", "C", "S", "S", "H", "H", "H", "H", "H", "H", "H", "H", "H", "H", "H", "H", "O", "H", "H", "O", "H", "H", "O", "H", "H", "O", "H", "H", "O", "H", "H", "O", "H", "H", "O"], "coordinates": [[-0.76980, 0.10138, 0.95327], [-1.42100, 1.51463, 0.94160], [-2.92029, 1.29559, 0.96572], [-0.77620, 2.24391, -0.19545], [1.03027, 2.67644, 0.00776], [1.76203, 2.51941, -1.82238], [-1.37178, -0.61222, 1.55240], [-0.50692, -0.31085, 0.07616], [0.18726, 0.03389, 1.49047], [-0.95045, 2.02751, 1.90945], [-3.31450, 0.98449, 1.92088], [-3.50624, 2.15146, 0.62840], [-3.02518, 0.54103, 0.15584], [-1.07895, 1.65257, -1.16042], [-1.09431, 3.29811, -0.21407], [1.85620, 3.80314, -2.22694], [-0.48326, -3.00085, 1.06854], [-0.61980, -3.19328, -0.59850], [-0.28514, -2.67183, 0.17288], [1.74976, -2.41855, -0.90754], [2.75831, -3.18893, -1.55775], [2.59475, -2.38133, -1.41593], [2.25795, -0.50752, 2.72197], [2.08769, -0.90223, 1.12121], [1.58662, -0.81878, 1.99306], [1.05829, 1.25152, -4.18327], [0.18407, 0.21278, -4.61154], [0.37033, 0.61495, -3.80177], [-3.38811, -2.07933, 2.33588], [-2.89874, -0.96669, 3.47661], [-2.95328, -1.20042, 2.50270], [0.53723, -0.75465, -1.69790], [-0.47002, -0.44465, -2.59596], [-0.32256, -0.91754, -1.77059], [3.73457, -0.63251, 0.33009], [4.38632, 0.38842, 1.26041], [4.01488, -0.30907, 1.17470]], "homo_energy_ev": [-2.355, -9.451], "s_squared": 0.751, "total_energy_ev": -40987.3828, "multiplicity": 2, "largest_force_ev_per_a": 15.84}

---

No. 3
{"formula": "C8H9Cl4NO2", "method": "ωB97M-V/def2-TZVPD", "species": ["C", "Cl", "Cl", "Cl", "Cl", "C", "N", "O", "O", "H", "H", "H", "C", "C", "C", "C", "C", "C", "H", "H", "H", "H", "H", "H"], "coordinates": [[1.91749, 1.72208, 0.41659], [1.64154, 3.27124, 1.31177], [3.17852, 2.08255, -0.90139], [2.58171, 0.49231, 1.45775], [0.30276, 1.21811, -0.18917], [4.79029, 9.03375, -1.26583], [4.41121, 10.44378, -1.51924], [3.26232, 10.83196, -1.25056], [5.26084, 11.12023, -2.13038], [4.70557, 8.64806, -0.24988], [5.80970, 8.82737, -1.59188], [4.14911, 8.41005, -1.88871], [-2.73969, -6.27749, 1.79951], [-2.86448, -7.50772, 1.10868], [-3.65033, -7.51642, -0.06510], [-4.34127, -6.39344, -0.49307], [-4.18664, -5.21136, 0.25356], [-3.37337, -5.12074, 1.38534], [-2.09155, -6.34070, 2.66108], [-2.24940, -8.33252, 1.43702], [-3.69719, -8.49905, -0.51080], [-4.93286, -6.47950, -1.39253], [-4.62220, -4.30743, -0.14596], [-3.26209, -4.11514, 1.76319]], "homo_energy_ev": -9.321, "total_energy_ev": -64112.6906, "largest_force_ev_per_a": 2.54, "smiles": "C[N+](=O)[O-].ClC(Cl)(Cl)Cl.c1ccccc1"}

---

No. 4
{"formula": "C2H9NS", "method": "ωB97M-V/def2-TZVPD", "species": ["N", "H", "H", "H", "H", "C", "C", "S", "H", "H", "H", "H", "H"], "coordinates": [[0.25637, 1.41543, -2.94289], [-0.67705, 1.37086, -2.54748], [2.47121, 2.39383, 4.08312], [0.80897, 2.07475, -2.42642], [0.68063, 0.50003, -2.85166], [0.67785, 0.16764, 1.48690], [0.00756, -1.08008, 1.48128], [-0.83182, -0.72774, -0.17140], [2.21349, 2.14238, 4.73229], [0.53632, 1.07148, 2.04662], [1.44632, 0.25076, 0.74886], [-0.71787, -1.25650, 2.28052], [0.64317, -1.94541, 1.32530]], "homo_energy_ev": -8.749, "total_energy_ev": -14542.0492, "largest_force_ev_per_a": 2.87, "e_above_lowest_kcal_mol": 74.8}

---

No. 5
{"formula": "C17H41N2O5S", "method": "ωB97M-V/def2-TZVPD", "species": ["N", "C", "C", "C", "C", "S", "C", "C", "O", "C", "C", "C", "N", "H", "H", "H", "H", "H", "H", "H", "H", "H", "H", "H", "H", "H", "H", "H", "H", "H", "H", "H", "H", "H", "C", "O", "C", "C", "O", "C", "H", "H", "H", "H", "H", "H", "H", "H", "H", "H", "C", "O", "C", "C", "O", "C", "H", "H", "H", "H", "H", "H", "H", "H", "H", "H"], "coordinates": [[-3.05818, 5.87307, -0.46009], [-2.24331, 4.63307, -0.60119], [-3.07461, 3.43323, -0.14988], [-2.30505, 2.24249, 0.41296], [-1.56524, 1.35766, -0.59794], [0.15529, 1.75551, -1.00131], [0.81281, 2.89439, 0.22985], [1.80027, 3.86246, -0.43437], [1.53102, 5.06110, -0.51285], [0.15960, 2.68772, -2.56288], [-0.65693, 1.99781, -3.64856], [-2.06661, 2.53116, -3.84837], [-2.10282, 3.76974, -4.61248], [-3.40256, 6.14292, -1.37166], [-2.43113, 6.62605, -0.21124], [-1.97550, 4.50440, -1.64730], [-1.36198, 4.76302, 0.01188], [-3.71304, 3.79638, 0.64547], [-3.71893, 3.09970, -0.95620], [-1.67161, 2.54802, 1.23636], [-3.04787, 1.58424, 0.85138], [-1.50461, 0.35380, -0.19636], [-2.13487, 1.29410, -1.51367], [1.36867, 2.28311, 0.93439], [0.05815, 3.49828, 0.70412], [2.75560, 3.46805, -0.80986], [-0.10306, 3.72488, -2.39770], [1.20554, 2.65611, -2.84730], [-0.64806, 0.92059, -3.51950], [-0.12299, 2.17022, -4.57760], [-2.58378, 2.68596, -2.90823], [-2.62915, 1.76405, -4.37431], [-2.45814, 4.55039, -4.09163], [-1.21706, 4.00512, -5.02694], [2.41853, -0.67483, 0.51839], [2.51932, -0.29872, 1.87682], [1.92720, -1.24736, 2.76115], [2.93851, -2.21391, 3.33582], [3.50866, -3.03261, 2.32810], [4.80996, -2.62622, 1.93365], [3.08155, -0.02271, -0.05283], [2.71908, -1.70946, 0.34901], [1.38953, -0.53706, 0.16644], [1.13914, -1.79915, 2.24082], [1.46452, -0.68598, 3.57780], [2.42226, -2.87318, 4.03997], [3.71633, -1.67801, 3.88655], [5.54661, -2.90597, 2.69235], [4.86285, -1.54874, 1.76069], [5.04871, -3.14550, 1.00726], [-1.31509, -6.80559, 0.62619], [-0.13786, -6.49305, 1.35048], [0.76177, -5.65772, 0.64458], [0.66401, -4.21870, 1.09452], [-0.60202, -3.63943, 0.79044], [-1.49100, -3.63291, 1.89407], [-2.02948, -7.22976, 1.32901], [-1.75538, -5.91810, 0.16579], [-1.10346, -7.54760, -0.15028], [0.59128, -5.73130, -0.43393], [1.77370, -6.01699, 0.85216], [1.42283, -3.63246, 0.57100], [0.86722, -4.14723, 2.16638], [-1.20471, -2.86061, 2.61909], [-1.51787, -4.60134, 2.39634], [-2.48658, -3.40660, 1.51521]], "homo_energy_ev": -11.111, "total_energy_ev": -42336.5348, "largest_force_ev_per_a": 2.78, "total_charge": 1}

---

No. 6
{"formula": "C2H7NO3", "method": "ωB97M-V/def2-TZVPD", "species": ["O", "C", "O", "C", "N", "H", "H", "H", "H", "H", "H", "H", "O"], "coordinates": [[0.34944, 0.37857, -1.79528], [-0.39947, 0.45508, -0.86550], [-0.62172, 1.59322, -0.19694], [-1.15523, -0.73837, -0.33829], [-0.19354, -1.66390, 0.25449], [-0.08507, 2.28570, -0.62442], [-1.89470, -0.47752, 0.40539], [-1.72870, -1.08306, -1.21592], [0.59086, -1.81080, -0.37287], [-0.60102, -2.58477, 0.37572], [1.30587, 0.07641, 1.46803], [0.99908, 0.57676, 2.81909], [1.71125, 0.13269, 2.34260]], "homo_energy_ev": -10.097, "total_energy_ev": -9820.2910, "largest_force_ev_per_a": 0.62, "e_above_lowest_kcal_mol": 15.4, "smiles": "NCC(=O)O.O"}

---

No. 7
{"formula": "C3HF3O", "method": "ωB97M-V/def2-TZVPD", "species": ["C", "C", "C", "O", "F", "F", "F", "H"], "coordinates": [[-0.53949, -1.64296, 0.47245], [-0.56945, 0.67670, 0.19794], [0.67801, 0.48460, -0.23786], [-0.13511, -2.22189, -0.35922], [-0.88052, 0.90031, 1.48347], [1.79680, 0.66844, 0.39615], [0.97940, 0.34822, -1.50351], [-1.32963, 0.78657, -0.44943]], "homo_energy_ev": [-5.742, -12.960], "s_squared": 2.006, "total_energy_ev": -13320.5618, "multiplicity": 3, "largest_force_ev_per_a": 8.94, "e_above_lowest_kcal_mol": 48.7}